{"formula": "C11H38O10", "method": "the ωB97M-V functional and the def2-TZVPD basis", "symbols": ["O", "C", "C", "O", "H", "H", "H", "H", "H", "H", "O", "C", "C", "O", "H", "H", "H", "H", "H", "H", "C", "C", "O", "H", "H", "H", "H", "H", "H", "C", "O", "H", "H", "H", "H", "C", "O", "H", "H", "H", "H", "C", "O", "H", "H", "H", "H", "C", "O", "H", "H", "H", "H", "C", "O", "H", "H", "H", "H"], "positions_angstrom": [[-21.8866, -19.1625, 10.7769], [-22.6260, -20.2790, 11.4029], [-22.7375, -20.2988, 12.9509], [-21.5433, -20.4418, 13.6424], [-22.3724, -18.3753, 11.0337], [-23.6204, -20.3462, 10.9615], [-22.0993, -21.1737, 11.0710], [-23.5243, -21.0110, 13.1996], [-23.1160, -19.3009, 13.1723], [-21.0581, -19.6155, 13.5842], [-18.4294, -11.0477, 19.1777], [-18.2843, -9.7783, 18.5884], [-17.0548, -9.0822, 19.0899], [-17.1375, -8.6067, 20.4319], [-18.7710, -10.8721, 20.0575], [-18.3578, -9.8444, 17.5029], [-19.1201, -9.2206, 19.0110], [-16.8924, -8.1902, 18.4849], [-16.1616, -9.6810, 18.9111], [-17.8337, -7.9457, 20.4373], [-25.4720, -15.1577, 18.7029], [-25.1769, -13.6996, 18.8068], [-26.3406, -12.8763, 18.5017], [-25.8144, -15.3585, 17.6877], [-26.2818, -15.4435, 19.3742], [-24.5348, -15.6876, 18.8729], [-24.3774, -13.4944, 18.0948], [-24.6996, -13.4512, 19.7547], [-27.0129, -12.9795, 19.1792], [-13.9758, -16.3114, 19.8564], [-13.8739, -16.8853, 21.1505], [-13.0238, -16.3486, 19.3268], [-14.7536, -16.8466, 19.3117], [-14.2090, -15.2684, 20.0707], [-12.9805, -17.2319, 21.2083], [-19.7561, -20.0224, 20.3492], [-20.8489, -20.6826, 19.7102], [-19.6968, -20.1429, 21.4309], [-18.8908, -20.5179, 19.9090], [-19.6084, -18.9804, 20.0652], [-20.6677, -20.5968, 18.7714], [-25.5036, -13.4230, 11.1300], [-25.2274, -14.7153, 10.7152], [-26.5814, -13.2599, 11.1303], [-25.0709, -13.1450, 12.0910], [-25.0638, -12.6903, 10.4534], [-25.9427, -14.9561, 10.1220], [-15.6407, -17.5199, 7.8978], [-16.4197, -18.6696, 8.1473], [-15.8718, -16.6504, 8.5131], [-14.5728, -17.6671, 8.0593], [-15.7401, -17.1156, 6.8905], [-17.3153, -18.4840, 8.4388], [-18.5318, -15.0547, 13.9963], [-18.9877, -15.8698, 15.0319], [-17.9887, -15.6224, 13.2407], [-19.3409, -14.5864, 13.4360], [-17.8856, -14.2983, 14.4420], [-18.9253, -15.2896, 15.7942]], "atomic_forces_ev_per_a": [[-0.82, -1.19, 1.33], [0.96, -0.24, -0.44], [-0.44, 1.96, -1.91], [0.46, -0.90, 0.36], [0.00, 0.32, -0.10], [-0.23, 0.20, 0.11], [0.15, 0.03, 0.01], [0.48, -0.32, 0.39], [-0.60, 0.17, 0.35], [0.05, 0.00, -0.08], [0.03, -0.86, -0.12], [-0.54, 0.19, 1.25], [0.66, 1.29, -0.96], [0.02, -0.95, 0.02], [0.13, -0.33, 0.15], [0.17, -0.05, 0.09], [-0.37, 0.68, -0.72], [-0.03, 0.12, -0.49], [-0.04, -0.22, 0.67], [-0.03, 0.13, 0.11], [-0.30, -0.08, -0.34], [-0.30, 0.70, -0.15], [1.27, -0.28, -0.09], [0.03, -0.17, -0.03], [0.25, -0.28, 0.22], [-0.25, -0.39, 0.21], [-0.40, 0.51, -0.41], [-0.46, 0.18, 0.41], [0.14, -0.19, 0.19], [-0.06, 0.36, 0.62], [0.60, -0.59, 0.20], [-0.09, -0.07, -0.18], [0.00, 0.34, -0.25], [-0.33, 0.12, -0.76], [-0.12, -0.16, 0.37], [1.20, -0.68, -1.13], [-0.41, 0.60, 0.68], [-0.62, -0.12, -0.18], [0.64, 0.03, 0.51], [-0.61, 0.28, 0.19], [-0.20, -0.11, -0.08], [-0.25, 1.60, -0.17], [0.27, -1.10, -0.02], [-0.05, 0.26, 0.36], [-0.13, -0.67, 0.25], [-0.02, 0.15, -0.36], [0.19, -0.25, -0.05], [-0.07, 1.15, -0.06], [0.58, -0.32, -0.03], [-0.36, -0.14, 0.49], [-0.13, -0.71, 0.07], [-0.17, -0.41, -0.39], [0.15, 0.43, -0.07], [0.37, 0.48, -0.86], [-0.27, -0.32, 0.61], [0.26, -0.21, 0.27], [-0.25, 0.27, 0.18], [0.18, 0.24, -0.55], [-0.30, -0.47, 0.35]], "relative_energy_kj_mol": 120.7, "e_lumo_ev": 0.187, "smiles": "OCCO.OCCO.CCO.CO.CO.CO.CO.CO"}